[1]
# C12H24F3GaIN4O5

C12H24F3GaIN4O5 as an isolated structure at a distorted geometry (ωB97M-V/def2-TZVPD, OMol25).

```
50
Properties=species:S:1:pos:R:3:forces:R:3
C 0.293 -0.483 4.340 -0.37 -0.12 0.51
C -1.024 -0.494 4.084 0.33 -0.40 -0.12
C -1.711 -0.937 2.825 -0.01 -0.24 0.45
Ga -0.953 -0.256 1.051 -0.68 -0.38 -0.12
I 1.063 1.380 1.296 0.12 -0.01 -0.06
C -0.333 -1.872 -0.024 0.40 0.12 0.48
C 0.938 -2.438 0.574 -0.24 0.12 0.16
O 1.583 -3.449 -0.265 -0.12 0.08 0.01
C 2.064 -3.052 -1.452 -0.02 -0.12 -0.33
C 2.681 -1.679 -1.572 -0.34 -0.18 -0.14
O 2.029 -3.812 -2.392 0.18 -0.09 0.15
C -2.459 0.693 0.028 0.68 0.53 0.10
C -3.317 1.685 0.795 -0.17 -0.40 -0.16
O -4.549 1.965 0.133 0.29 0.08 -0.12
C -2.607 3.017 1.092 -0.43 0.14 0.13
F -1.972 3.000 2.268 0.25 -0.13 -0.03
F -3.489 4.042 1.163 0.01 -0.01 0.07
F -1.724 3.382 0.138 0.10 0.01 -0.08
H 1.005 -1.201 3.946 0.09 0.60 -0.93
H 0.689 0.268 5.018 -0.05 -0.63 0.68
H -1.677 -0.156 4.890 0.07 1.06 -0.40
H -1.797 -2.029 2.736 0.14 0.01 -0.06
H -2.741 -0.570 2.883 -0.05 -0.13 -0.05
H -1.116 -2.626 0.090 -0.10 0.03 -0.33
H -0.201 -1.616 -1.076 -0.08 0.00 -0.03
H 0.680 -2.984 1.481 0.14 -0.04 0.02
H 1.658 -1.667 0.859 0.11 -0.03 -0.22
H 3.112 -1.314 -0.646 0.01 0.13 -0.04
H 1.904 -0.991 -1.911 0.02 0.10 0.17
H 3.420 -1.739 -2.367 0.10 0.04 0.07
H -1.952 1.218 -0.789 -0.12 -0.08 -0.11
H -3.122 -0.040 -0.432 -0.02 -0.12 0.16
H -3.576 1.266 1.770 -0.14 0.18 0.05
H -4.346 1.928 -0.813 -0.32 -0.24 -0.09
C -3.867 2.547 -3.526 0.19 0.06 0.03
O -4.288 1.496 -3.073 -0.06 0.13 0.11
N -4.220 2.989 -4.776 -0.05 0.00 -0.04
N -3.014 3.362 -2.840 -0.10 -0.09 0.02
H -3.886 3.845 -5.174 0.02 0.00 0.02
H -4.843 2.410 -5.305 0.00 -0.01 0.02
H -2.711 3.070 -1.926 0.09 0.03 -0.02
H -2.664 4.226 -3.207 0.00 0.00 0.00
C 5.956 -1.262 0.113 -0.07 -0.11 -0.02
O 4.967 -0.597 0.340 0.17 0.11 0.10
N 7.205 -0.707 -0.010 0.04 0.02 0.00
N 5.903 -2.622 -0.041 0.00 -0.02 0.03
H 8.032 -1.238 -0.199 -0.01 -0.02 0.00
H 7.272 0.288 0.097 -0.02 0.00 0.00
H 5.001 -3.058 0.040 0.00 0.01 -0.01
H 6.704 -3.191 -0.234 0.00 0.01 -0.02
```
Positions in Å, forces in eV/Å.

LUMO energy, eV: 2.408
Charge: -1
HOMO energy, eV: -4.984
HOMO-LUMO gap, eV: 7.39


[2]
# C12H24LiNO13

C12H24LiNO13 as an isolated structure at a distorted geometry (ωB97M-V/def2-TZVPD, OMol25).

```
51
Properties=species:S:1:pos:R:3:forces:R:3
Li -0.794 14.750 -11.458 0.44 -0.16 0.43
C -7.740 14.211 -14.007 0.76 0.61 0.88
C -6.455 15.066 -13.700 -0.43 -0.64 -1.02
N -5.173 14.289 -13.462 -0.36 -0.01 2.25
C -5.223 13.562 -12.067 -1.46 -0.83 -2.15
C -4.931 13.232 -14.549 1.01 0.92 0.41
C -3.501 12.699 -14.505 0.40 -0.99 -1.47
C -3.963 15.245 -13.349 -1.65 0.03 -0.17
C -4.141 16.522 -12.499 0.55 0.74 -1.57
O -4.984 17.513 -13.140 -0.15 -0.20 0.75
C -4.527 17.963 -14.381 -0.39 -0.29 -1.39
H -7.490 13.295 -14.537 -0.06 -0.02 0.14
H -8.346 14.807 -14.689 -0.14 0.00 0.12
H -8.322 14.000 -13.112 0.00 -0.21 -0.06
H -6.493 15.824 -12.923 -0.50 -0.36 0.22
H -6.420 15.641 -14.627 1.16 0.08 0.02
H -4.937 14.097 -11.161 0.41 0.32 -0.26
H -4.658 12.660 -12.278 0.43 0.18 0.77
H -6.265 13.236 -12.058 -0.02 -0.02 0.62
H -5.100 13.812 -15.457 -0.04 -0.30 -0.26
H -5.661 12.431 -14.465 -0.08 0.17 0.22
H -2.757 13.389 -14.902 0.05 0.49 1.04
H -3.306 11.935 -15.269 -0.96 -0.18 -0.24
H -3.200 12.109 -13.640 0.13 0.82 0.49
H -3.831 15.424 -14.414 1.05 0.61 0.26
H -3.236 14.627 -12.875 1.07 -0.15 -0.05
H -3.145 16.973 -12.471 0.31 -0.39 0.04
H -4.424 16.432 -11.453 -0.38 -0.47 -0.16
H -5.183 18.748 -14.763 0.04 0.38 0.63
H -4.683 17.208 -15.166 0.25 -0.34 0.06
H -3.481 18.263 -14.474 0.11 -0.03 0.56
O -2.451 15.663 -8.045 -0.28 0.44 -0.08
C -3.019 14.891 -9.000 0.31 -2.10 -0.59
O -4.054 14.240 -8.720 -0.45 0.91 0.29
O -2.383 14.729 -10.082 -0.10 0.84 -0.85
H -1.657 16.091 -8.438 0.19 0.02 0.16
O -0.324 15.100 -15.596 -0.36 1.35 -0.56
C -0.619 15.953 -14.564 -1.20 0.49 4.79
O -1.039 17.095 -14.885 0.14 -0.06 -1.29
O -0.575 15.562 -13.359 0.20 -0.50 -1.81
H -0.590 15.852 -16.186 0.48 -1.19 -1.04
O -0.157 12.016 -14.267 0.03 0.53 -0.44
C -0.118 11.793 -12.911 -1.66 -1.53 2.36
O -0.490 12.763 -12.201 0.25 0.68 -0.20
O 0.057 10.626 -12.498 0.70 0.46 -1.04
H -0.462 12.940 -14.237 0.39 0.07 -0.51
O 2.162 16.473 -8.850 1.25 -0.13 1.13
C 0.855 16.341 -9.099 -4.51 1.39 -3.89
O 0.006 17.061 -8.486 1.27 -0.34 1.74
O 0.492 15.766 -10.162 1.65 -1.03 0.77
H 2.165 17.050 -8.073 0.12 -0.06 -0.07
```
Positions in Å, forces in eV/Å.

LUMO energy, eV: 3.508
Charge: -2
HOMO energy, eV: -2.066
Energy relative to the best compared isomer or geometry (same formula, charge and spin), kcal per mole: 70.4
HOMO-LUMO gap, eV: 5.57